Record 1
Below is a structure of composition C20H28CuGe2N3O5S, with properties calculated with ωB97M-V with the def2-TZVPD basis set.

Calculated values
molar mass	631.29	Da
highest occupied orbital energy	-2.37	eV
lowest unoccupied orbital energy	4.122	eV
spin multiplicity	1
total charge	-2

Geometry as XYZ:
```
60
C20H28CuGe2N3O5S, DFT ωB97M-V with the def2-TZVPD basis set
Cu 0.16 -0.31 -0.03
C 4.22 -2.90 0.47
C 3.32 -1.76 0.00
Ge 1.81 -1.38 1.22
C 0.92 -3.07 1.72
C 1.51 -3.72 2.96
C 2.51 -0.49 2.82
C 2.17 0.80 2.91
Ge 1.08 1.34 1.33
C 2.11 2.50 0.10
C 1.73 3.98 0.12
C -0.60 2.22 1.87
C -0.47 3.29 2.95
C 2.59 1.68 4.02
C 2.99 2.99 3.78
C 3.40 3.82 4.82
C 3.40 3.35 6.13
C 2.99 2.05 6.38
C 2.58 1.23 5.35
H 5.03 -3.09 -0.23
H 3.65 -3.83 0.58
H 4.67 -2.67 1.44
H 2.86 -1.98 -0.97
H 3.89 -0.84 -0.13
H 0.99 -3.73 0.85
H -0.14 -2.84 1.85
H 2.58 -3.94 2.85
H 1.00 -4.66 3.20
H 1.41 -3.06 3.83
H 3.16 -0.94 3.58
H 1.88 2.10 -0.89
H 3.18 2.35 0.28
H 0.66 4.10 -0.02
H 2.22 4.53 -0.69
H 2.00 4.48 1.06
H -1.29 1.43 2.18
H -1.01 2.63 0.94
H -0.08 2.87 3.88
H -1.43 3.75 3.18
H 0.21 4.09 2.65
H 2.98 3.35 2.76
H 3.72 4.83 4.60
H 3.71 4.00 6.94
H 2.96 1.69 7.40
H 2.24 0.22 5.55
O 1.06 1.28 -3.02
S -0.06 0.48 -2.52
O -1.13 0.31 -3.49
O -0.63 1.13 -1.25
O 0.43 -0.86 -2.00
N -3.07 -0.27 -0.54
C -2.73 -1.19 0.38
O -1.56 -1.25 0.84
C -3.75 -2.09 0.87
C -3.43 -3.07 1.84
N -3.20 -3.87 2.63
C -5.08 -2.01 0.41
N -6.16 -1.94 0.01
H -2.32 0.27 -0.98
H -3.93 -0.39 -1.05
```

Record 2
Below is a cluster of 5 separate species, C48H94N5O5 in total, with properties calculated with ωB97M-V with the def2-TZVPD basis set.

Calculated values
molar mass	821.31	Da
highest occupied orbital energy (alpha / beta)	-8.69 / -9.18	eV
lowest unoccupied orbital energy (alpha / beta)	0.649 / -0.410	eV
spin multiplicity	6
total charge	0

Geometry as XYZ:
```
152
C48H94N5O5, DFT ωB97M-V with the def2-TZVPD basis set
C -5.80 8.52 8.42
C -6.47 7.74 7.34
C -6.52 6.11 7.21
C -5.08 5.40 6.85
C -4.00 6.39 6.10
C -2.69 5.61 5.51
C -1.58 5.44 6.72
C -1.99 6.67 4.42
N -2.97 4.35 4.73
O -1.86 3.72 4.32
C -3.96 3.44 5.40
C -3.33 2.54 6.64
C -4.39 2.31 4.24
C -5.40 4.17 5.80
H -5.32 7.92 9.33
H -5.78 9.71 8.41
H -7.01 8.37 6.49
H -6.93 5.57 8.19
H -7.27 5.79 6.34
H -4.59 5.05 7.86
H -4.49 6.96 5.18
H -3.60 7.25 6.82
H -1.06 6.48 6.97
H -2.17 5.06 7.68
H -0.75 4.65 6.51
H -2.81 7.16 3.72
H -1.54 7.54 5.11
H -1.08 6.20 3.84
H -3.55 3.09 7.67
H -2.17 2.36 6.55
H -3.88 1.50 6.70
H -3.46 1.61 3.99
H -4.69 2.91 3.27
H -5.26 1.59 4.62
H -5.82 4.63 4.78
H -6.16 3.38 6.20
C -7.19 1.57 -2.06
C -6.20 1.72 -0.86
C -4.86 2.34 -1.35
C -3.99 1.36 -2.14
C -3.78 0.06 -1.36
C -5.11 -0.58 -0.89
N -6.01 0.39 -0.19
O -5.47 0.63 1.09
C -5.84 -1.21 -2.11
C -4.77 -1.82 0.00
C -6.90 2.77 0.06
H -7.90 2.40 -2.12
H -6.67 1.55 -3.02
H -7.80 0.66 -1.97
H -4.28 2.70 -0.49
H -5.06 3.23 -1.97
H -4.45 1.15 -3.11
H -3.02 1.82 -2.35
H -3.22 -0.64 -1.99
H -3.14 0.28 -0.50
H -6.82 -1.61 -1.82
H -5.26 -2.04 -2.53
H -5.99 -0.51 -2.94
H -4.14 -1.57 0.86
H -4.22 -2.58 -0.58
H -5.68 -2.30 0.37
H -7.86 2.39 0.44
H -7.11 3.70 -0.48
H -6.29 3.06 0.93
C 1.05 -0.24 1.25
C 0.95 0.80 0.10
C 0.04 0.26 -1.03
C 0.70 -0.84 -1.87
C 2.06 -0.38 -2.39
C 2.99 0.14 -1.27
N 2.32 1.15 -0.38
O 2.23 2.35 -1.10
C 3.50 -1.06 -0.43
C 4.30 0.69 -1.93
C 0.21 2.02 0.76
H 0.36 -0.02 2.08
H 0.81 -1.26 0.92
H 2.04 -0.25 1.71
H -0.25 1.07 -1.71
H -0.90 -0.13 -0.61
H 0.80 -1.76 -1.28
H 0.05 -1.09 -2.72
H 2.53 -1.22 -2.92
H 1.89 0.40 -3.14
H 4.11 -0.72 0.42
H 4.14 -1.72 -1.03
H 2.70 -1.70 -0.04
H 4.10 1.49 -2.66
H 4.83 -0.10 -2.47
H 4.98 1.09 -1.17
H 0.81 2.44 1.58
H -0.75 1.71 1.18
H -0.01 2.82 0.05
C 11.16 -1.35 -4.39
C 9.75 -1.93 -4.06
C 8.70 -1.38 -5.06
C 8.33 0.08 -4.81
C 7.91 0.31 -3.36
C 8.97 -0.21 -2.35
N 9.41 -1.62 -2.63
O 8.36 -2.47 -2.24
C 10.19 0.75 -2.35
C 8.39 -0.05 -0.90
C 9.91 -3.46 -4.32
H 11.76 -2.05 -4.99
H 11.11 -0.42 -4.97
H 11.75 -1.16 -3.49
H 7.78 -1.98 -5.00
H 9.06 -1.49 -6.09
H 9.16 0.74 -5.08
H 7.50 0.36 -5.48
H 7.73 1.37 -3.21
H 6.95 -0.20 -3.19
H 10.99 0.37 -1.69
H 9.91 1.74 -1.98
H 10.61 0.91 -3.34
H 7.44 -0.57 -0.76
H 8.19 1.01 -0.68
H 9.09 -0.41 -0.15
H 10.65 -3.91 -3.64
H 10.25 -3.65 -5.35
H 8.97 -4.02 -4.21
C 0.13 -6.89 -4.26
C 0.54 -6.26 -2.90
C 0.87 -7.38 -1.87
C -0.36 -8.11 -1.35
C -1.39 -7.13 -0.81
C -1.76 -6.02 -1.82
N -0.55 -5.35 -2.42
O -0.01 -4.51 -1.44
C -2.64 -6.63 -2.95
C -2.72 -5.00 -1.13
C 1.86 -5.50 -3.22
H 0.97 -6.92 -4.98
H -0.21 -7.93 -4.16
H -0.65 -6.32 -4.76
H 1.41 -6.95 -1.01
H 1.56 -8.11 -2.32
H -0.80 -8.73 -2.13
H -0.06 -8.80 -0.55
H -2.29 -7.68 -0.51
H -1.00 -6.68 0.11
H -2.86 -5.89 -3.73
H -3.61 -6.97 -2.55
H -2.20 -7.51 -3.43
H -2.29 -4.56 -0.22
H -3.65 -5.49 -0.81
H -3.00 -4.19 -1.81
H 1.69 -4.70 -3.95
H 2.61 -6.18 -3.65
H 2.33 -5.06 -2.34
```

Record 3
Below is an isolated molecule of CHNOS, with properties calculated with ωB97M-V with the def2-TZVPD basis set.

Calculated values
molar mass	75.09	Da
highest occupied orbital energy	-10.19	eV
lowest unoccupied orbital energy	-0.348	eV
spin multiplicity	1
total charge	0
energy relative to the best compared isomer or geometry (same formula, charge and spin)	42.45	kcal/mol

Geometry as XYZ:
```
5
CHNOS, DFT ωB97M-V with the def2-TZVPD basis set
C -0.02 -0.66 -0.24
N -1.23 -1.29 -0.65
O 0.34 -2.92 0.78
S 0.26 -2.38 -0.54
H 0.34 0.28 0.15
```

Record 4
Below is an isolated molecule of C4H7NO, with properties calculated with ωB97M-V with the def2-TZVPD basis set.

Calculated values
molar mass	85.11	Da
highest occupied orbital energy	-9.71	eV
lowest unoccupied orbital energy	0.459	eV
spin multiplicity	1
total charge	0
energy relative to the best compared isomer or geometry (same formula, charge and spin)	87.91	kcal/mol

Geometry as XYZ:
```
13
C4H7NO, DFT ωB97M-V with the def2-TZVPD basis set
C 1.46 1.08 -0.02
C 0.27 0.33 -0.60
C -0.23 -0.81 0.30
C -1.70 -0.91 0.26
N -2.72 -0.38 -0.24
O -2.59 -1.67 0.86
H 1.77 1.89 -0.68
H 1.20 1.52 0.95
H 2.32 0.42 0.13
H 0.52 -0.08 -1.59
H -0.55 1.04 -0.76
H 0.19 -1.78 0.04
H 0.04 -0.64 1.35
```

Record 5
Below is a cluster of 2 separate species, C3H11N2PS in total, with properties calculated with ωB97M-V with the def2-TZVPD basis set.

Calculated values
molar mass	138.18	Da
highest occupied orbital energy	-8.19	eV
lowest unoccupied orbital energy	0.937	eV
spin multiplicity	1
total charge	0
energy relative to the best compared isomer or geometry (same formula, charge and spin)	34.70	kcal/mol

Geometry as XYZ:
```
18
C3H11N2PS, DFT ωB97M-V with the def2-TZVPD basis set
N 3.11 -0.65 -1.35
P 1.78 0.04 -0.64
N 0.62 -1.07 -1.00
S 2.41 -0.48 1.49
H 4.08 -0.27 -1.42
H 2.85 -1.55 -1.61
H -0.26 -0.72 -1.17
H 0.62 -1.96 -0.56
H 2.90 -1.69 0.96
C -0.78 1.13 1.24
C -1.73 1.11 0.25
C -3.10 0.59 0.29
H 0.09 1.70 0.86
H -0.78 0.74 2.25
H -1.51 1.67 -0.56
H -3.77 1.45 0.33
H -3.26 -0.07 -0.55
H -3.25 0.02 1.19
```

Record 6
Below is a cluster of 6 separate species, C33H60FN3O18 in total, with properties calculated with ωB97M-V with the def2-TZVPD basis set.

Calculated values
molar mass	805.84	Da
highest occupied orbital energy	-9.32	eV
lowest unoccupied orbital energy	0.413	eV
spin multiplicity	1
total charge	0

Geometry as XYZ:
```
115
C33H60FN3O18, DFT ωB97M-V with the def2-TZVPD basis set
C 2.56 -4.57 -1.49
C 3.63 -3.80 -0.70
O 3.47 -2.38 -0.67
C 3.77 -1.61 -1.81
C 4.35 -2.39 -2.93
N 4.81 -3.01 -3.79
N 4.72 -0.56 -1.42
C 5.57 -0.77 -0.49
C 5.78 0.29 0.55
C 6.45 -1.98 -0.35
C 2.46 -0.85 -2.27
C 2.89 0.44 -2.86
N 3.24 1.45 -3.28
C 1.69 -1.59 -3.39
O 2.17 -1.12 -4.63
O 2.05 -2.24 -5.53
C 1.60 -0.48 -1.04
C 0.42 -1.41 -0.75
C -0.93 -0.77 -1.03
F 0.44 -1.68 0.63
H 2.97 -4.93 -2.43
H 2.18 -5.39 -0.89
H 1.74 -3.91 -1.75
H 4.63 -4.12 -0.97
H 3.50 -4.11 0.34
H 5.27 1.21 0.27
H 5.48 -0.09 1.52
H 6.85 0.53 0.61
H 6.43 -2.32 0.69
H 6.18 -2.79 -1.01
H 7.47 -1.64 -0.53
H 0.62 -1.39 -3.34
H 1.83 -2.67 -3.35
H 2.41 -1.88 -6.35
H 1.19 0.52 -1.22
H 2.19 -0.40 -0.13
H 0.50 -2.38 -1.23
H -1.21 -0.15 -0.18
H -0.92 -0.18 -1.95
H -1.69 -1.54 -1.17
C -1.37 -2.24 2.94
C -1.44 -3.74 2.77
O -1.34 -4.44 4.02
C -2.42 -4.41 4.79
O -3.47 -3.89 4.53
O -2.15 -5.08 5.91
C -3.20 -5.07 6.88
H -0.46 -1.96 3.47
H -1.38 -1.75 1.97
H -2.22 -1.87 3.52
H -0.59 -4.08 2.18
H -2.35 -4.05 2.25
H -4.13 -5.43 6.44
H -3.34 -4.07 7.27
H -2.90 -5.74 7.68
C 1.77 -7.45 4.15
C 2.44 -6.37 4.98
O 3.83 -6.64 5.20
C 4.63 -6.42 4.16
O 4.30 -6.02 3.08
O 5.88 -6.74 4.52
C 6.84 -6.64 3.47
H 1.92 -8.43 4.60
H 0.70 -7.25 4.07
H 2.19 -7.48 3.14
H 1.99 -6.34 5.97
H 2.32 -5.38 4.53
H 6.82 -5.65 3.03
H 6.65 -7.39 2.71
H 7.81 -6.81 3.93
C 3.88 4.69 -4.34
C 3.01 4.10 -5.43
O 2.59 5.09 -6.39
C 3.51 5.50 -7.25
O 4.64 5.10 -7.33
O 2.96 6.43 -8.04
C 3.87 7.01 -8.97
H 3.36 5.52 -3.85
H 4.11 3.93 -3.60
H 4.81 5.08 -4.74
H 2.10 3.71 -5.00
H 3.52 3.28 -5.94
H 4.35 6.24 -9.58
H 4.62 7.61 -8.45
H 3.28 7.65 -9.62
C -3.87 1.62 5.06
C -4.78 1.11 3.97
O -5.28 2.18 3.15
C -4.42 2.70 2.29
O -3.28 2.35 2.11
O -5.03 3.70 1.64
C -4.18 4.40 0.73
H -4.38 2.37 5.66
H -3.56 0.80 5.71
H -2.97 2.08 4.65
H -5.66 0.64 4.41
H -4.28 0.37 3.34
H -3.70 3.72 0.03
H -3.42 4.96 1.28
H -4.81 5.10 0.19
C -9.73 9.28 -1.51
C -10.32 7.97 -1.99
O -9.36 6.91 -1.98
C -9.07 6.41 -0.78
O -9.55 6.75 0.27
O -8.15 5.46 -0.94
C -7.68 4.88 0.28
H -8.85 9.54 -2.09
H -10.47 10.08 -1.60
H -9.43 9.21 -0.46
H -10.63 8.07 -3.03
H -11.20 7.68 -1.41
H -8.50 4.51 0.88
H -7.11 5.62 0.85
H -7.03 4.06 0.01
```

Record 7
Below is a cluster of 7 separate species, C12H41B3BrNO12P2 in total, with properties calculated with ωB97M-V with the def2-TZVPD basis set.

Calculated values
molar mass	565.74	Da
highest occupied orbital energy	-8.92	eV
lowest unoccupied orbital energy	-0.095	eV
spin multiplicity	1
total charge	0

Geometry as XYZ:
```
72
C12H41B3BrNO12P2, DFT ωB97M-V with the def2-TZVPD basis set
C 3.60 2.01 -0.24
C 3.48 1.02 -1.39
C 2.94 1.72 -2.64
C 2.65 -0.28 -1.12
C 3.50 -1.53 -1.39
C 2.10 -0.43 0.28
O 1.14 0.59 0.64
B 0.02 0.69 -0.09
O -0.63 -0.41 -0.65
B -1.18 -0.24 -1.89
P -1.86 -1.82 -2.81
N -3.46 -1.80 -2.13
O -2.11 -1.11 -4.28
O -1.32 1.05 -2.37
B -1.35 2.05 -1.41
P -2.71 3.43 -1.54
O -3.03 3.45 -3.16
Br -1.43 5.22 -1.44
O -0.57 1.94 -0.29
H 4.28 2.81 -0.50
H 3.94 1.54 0.68
H 2.63 2.47 -0.04
H 4.49 0.69 -1.64
H 1.97 2.19 -2.43
H 2.78 1.01 -3.45
H 3.64 2.48 -3.00
H 1.83 -0.31 -1.85
H 2.86 -2.41 -1.49
H 4.20 -1.70 -0.57
H 4.08 -1.41 -2.30
H 1.63 -1.42 0.39
H 2.90 -0.38 1.02
H -3.41 -2.25 -1.23
H -3.80 -0.85 -1.97
H -2.13 -1.79 -4.97
H -3.65 2.74 -3.39
C -1.61 -0.51 3.60
O -2.48 -0.10 2.55
H -2.17 -1.22 4.21
H -0.71 -1.00 3.22
H -1.31 0.34 4.23
H -2.00 0.53 2.00
C -6.54 -3.86 -0.76
O -5.98 -4.06 -2.06
H -7.06 -4.78 -0.50
H -5.76 -3.66 -0.02
H -7.26 -3.03 -0.75
H -5.52 -3.24 -2.28
C 1.43 -5.30 0.11
O 2.67 -4.59 0.04
H 1.08 -5.41 -0.92
H 1.56 -6.29 0.54
H 0.68 -4.75 0.68
H 3.00 -4.48 0.93
C -5.30 -2.61 3.24
O -4.74 -2.72 1.93
H -5.83 -3.53 3.43
H -4.52 -2.47 4.00
H -6.01 -1.78 3.30
H -4.25 -1.91 1.75
C -0.01 6.28 2.57
O -1.42 6.13 2.53
H 0.21 6.96 3.40
H 0.50 5.33 2.76
H 0.38 6.72 1.65
H -1.63 5.53 1.80
C 7.25 2.67 1.03
O 6.20 1.91 1.62
H 6.78 3.34 0.32
H 7.79 3.26 1.77
H 7.96 2.03 0.49
H 6.60 1.30 2.26
```

Record 8
Below is the ion C6H12FN3 with charge +2, with properties calculated with ωB97M-V with the def2-TZVPD basis set.

Calculated values
molar mass	145.18	Da
highest occupied orbital energy (alpha / beta)	-17.68 / -17.68	eV
lowest unoccupied orbital energy (alpha / beta)	-9.521 / -9.521	eV
spin multiplicity	1
total charge	+2
energy relative to the best compared isomer or geometry (same formula, charge and spin)	0.00	kcal/mol

Geometry as XYZ:
```
22
C6H12FN3, DFT ωB97M-V with the def2-TZVPD basis set
C -3.98 -0.32 -0.01
C -2.75 0.44 -0.21
C -1.55 -0.09 0.09
F -1.43 -1.37 0.57
C -0.14 0.40 -0.18
N 0.09 1.52 -0.86
N 0.87 -0.44 0.12
C 2.17 -0.19 0.34
C 3.04 -1.37 0.34
N 2.71 0.93 0.66
H -4.87 0.33 0.34
H -4.37 -0.60 -1.00
H -3.67 -1.20 0.55
H -2.84 1.38 -0.72
H -0.71 2.22 -1.10
H 0.88 1.77 -1.44
H 0.58 -1.47 0.03
H 3.82 -1.14 1.04
H 3.63 -1.34 -0.58
H 2.39 -2.25 0.39
H 3.69 0.93 0.87
H 2.44 1.87 0.80
```